1.
The following is a DFT calculation (ωB97M-V/def2-TZVPD) of a structure of composition C27H52BiOP2Si at a distorted geometry.

```
84
Properties=species:S:1:pos:R:3:forces:R:3:lowdin_charge:R:1
Bi -1.7919 -1.1566 0.1891 5.473 -3.009 2.791 1.9814
C -3.8387 -1.8724 0.9358 -1.519 -0.621 0.133 -0.2715
C -3.9494 -1.1473 -0.3073 -2.327 -0.631 -0.557 -0.3193
C -2.6583 -3.0284 -0.6968 -2.690 -2.895 0.183 -0.3598
C -3.0036 -2.9975 0.7227 -1.879 -2.855 -1.526 -0.3133
C -3.2467 -1.9034 -1.3285 -1.508 -0.929 -1.158 -0.3461
C -4.5618 -1.5387 2.2022 -0.121 0.037 0.124 0.0124
H -4.7457 -0.4649 2.2946 -0.069 -0.076 -0.025 0.0886
H -4.0063 -1.8707 3.0834 -0.156 0.050 -0.427 0.0584
H -5.5365 -2.0436 2.2138 0.081 0.129 -0.161 0.1159
C -2.6252 -4.0505 1.7150 -0.542 -0.973 -0.116 -0.0356
H -2.8108 -3.7157 2.7390 -0.133 -0.518 -0.793 0.0429
H -1.5616 -4.2906 1.6194 -0.190 -0.044 0.150 0.0966
H -3.2056 -4.9673 1.5466 0.069 -0.023 -0.361 0.1035
C -1.9342 -4.1442 -1.3773 0.182 0.206 0.034 -0.0056
H -2.6346 -4.9691 -1.5665 0.249 0.139 0.066 0.1091
H -1.1129 -4.5109 -0.7586 -0.053 -0.116 -0.040 0.0884
H -1.5177 -3.8240 -2.3353 -0.032 -0.094 0.052 0.0797
C -3.2706 -1.6289 -2.8002 0.081 0.126 0.002 -0.0052
H -4.1279 -2.1315 -3.2672 0.165 0.083 0.105 0.1107
H -2.3628 -1.9936 -3.2876 -0.122 0.024 -0.019 0.0867
H -3.3655 -0.5606 -3.0136 -0.046 -0.134 -0.055 0.0774
C -4.8883 -0.0107 -0.5755 0.170 0.097 0.065 0.0055
H -5.8457 -0.3939 -0.9537 0.217 0.031 0.059 0.1125
H -4.4897 0.6767 -1.3263 -0.081 -0.030 0.037 0.0836
H -5.0966 0.5623 0.3309 -0.023 -0.090 -0.127 0.0777
C -0.6123 -0.1345 1.7711 1.747 2.978 2.440 -0.2117
C -1.9377 0.3213 1.8224 0.652 3.588 2.255 -0.2479
C -2.3898 1.6794 1.3259 0.247 0.355 -0.465 -0.1461
C -1.8298 1.9876 -0.0722 0.112 0.264 0.236 -0.1532
C -1.6617 0.7177 -0.9023 0.505 3.856 -1.955 -0.3084
C -0.4337 0.0263 -1.0324 1.317 2.731 -2.144 -0.2439
C 0.8173 0.4292 -0.2843 -0.204 -0.731 0.152 -0.1389
C 0.5605 0.6644 1.2254 -0.418 0.364 -0.082 -0.1203
H -2.1012 2.4589 2.0487 -0.083 -0.155 -0.017 0.1355
H -0.8670 2.5026 0.0047 -0.190 0.029 -0.071 0.1051
H -3.4841 1.6885 1.2885 0.181 -0.022 0.044 0.1028
H 0.3960 1.7297 1.4247 -0.036 -0.214 -0.067 0.1202
H -0.3477 -0.9364 2.4514 -0.271 -0.057 -0.666 0.0769
H -2.5644 -0.1101 2.5985 0.294 -0.219 -0.465 0.0907
H 1.4573 0.3797 1.7829 -0.211 -0.102 -0.068 0.1310
H 1.5457 -0.3761 -0.3959 0.030 0.120 -0.099 0.1272
H -0.2592 -0.5274 -1.9531 -0.116 -0.185 0.172 0.1325
H 1.2547 1.3329 -0.7370 -0.272 -0.229 -0.040 0.1212
H -2.5030 2.6740 -0.5973 0.155 -0.106 0.034 0.1250
H -2.3478 0.6401 -1.7408 0.198 -0.154 0.016 0.0913
P 4.3121 2.6569 -1.6000 -0.183 0.214 0.662 0.7910
P 5.2638 2.0741 -4.5572 0.370 -0.097 -0.640 0.7829
C 5.6723 3.7290 -2.2929 0.019 -0.071 0.100 -0.4439
C 6.4060 3.0659 -3.4655 -0.003 0.038 -0.326 -0.4606
H 6.3797 3.9209 -1.4764 -0.136 0.162 -0.155 0.0711
H 5.2520 4.6987 -2.5932 0.007 -0.262 0.029 0.0751
H 6.8661 3.8371 -4.0961 0.138 -0.140 0.144 0.0732
H 7.2153 2.4171 -3.1031 -0.258 0.016 -0.084 0.0772
C 6.5220 1.2753 -5.6644 -0.018 0.203 0.067 -0.3264
H 6.0094 0.7911 -6.5020 0.057 0.089 0.114 0.0299
H 7.0638 0.5001 -5.1140 -0.071 0.106 -0.044 0.0283
H 7.2422 2.0020 -6.0607 -0.088 -0.131 0.038 0.0380
C 4.7135 3.4366 -5.6913 0.046 -0.073 0.097 -0.3180
H 5.5604 4.0011 -6.1004 -0.118 -0.082 0.065 0.0389
H 4.0596 4.1238 -5.1451 0.052 -0.043 -0.085 0.0231
H 4.1377 3.0119 -6.5198 0.061 0.057 0.123 0.0306
C 5.0484 2.3221 0.0707 -0.087 0.090 -0.040 -0.3216
H 4.3093 1.8172 0.7011 0.097 0.024 -0.031 0.0141
H 5.3724 3.2427 0.5715 -0.048 -0.144 -0.058 0.0391
H 5.9094 1.6549 -0.0375 -0.115 0.076 0.013 0.0352
C 3.1020 3.9793 -1.1161 0.185 0.017 0.056 -0.3240
H 2.6402 4.4072 -2.0110 0.072 -0.049 0.078 0.0297
H 3.5785 4.7828 -0.5406 -0.130 -0.102 -0.072 0.0428
H 2.3049 3.5347 -0.5113 0.055 0.075 0.010 0.0023
C 0.1247 -2.9971 4.4194 0.210 -0.080 0.143 -0.1681
Si -1.5216 -2.1402 4.2129 -0.247 -0.173 -1.951 0.3017
C -2.7824 -3.1020 5.2317 -0.159 -0.159 -0.060 -0.1741
C -1.4305 -0.4536 5.0326 0.053 0.268 0.045 -0.1681
O -1.8638 -2.0167 2.5507 1.353 -0.032 4.334 -0.6299
H 0.3679 -3.0693 5.4992 0.080 -0.059 -0.591 0.0422
H 0.9187 -2.4202 3.9025 -0.212 -0.410 0.290 0.0291
H 0.0650 -4.0160 3.9849 0.189 0.511 0.248 0.0386
H -2.4476 -3.1046 6.2893 -0.209 0.007 -0.519 0.0455
H -3.7791 -2.6205 5.1871 0.362 -0.381 0.122 0.0334
H -2.8560 -4.1561 4.8969 -0.122 0.508 0.254 0.0388
H -0.6478 0.1733 4.5600 -0.407 -0.103 0.362 0.0313
H -2.4135 0.0549 4.9565 0.524 -0.060 0.145 0.0403
H -1.1786 -0.5861 6.1044 -0.152 0.194 -0.530 0.0475
```
Forces are in eV/Å.

Net charge = +1
E = -2321.4437 a.u.
ΔE to the lowest compared entry with this formula, charge and spin = 175.8 kcal per mole
Kohn-Sham gap (alpha / beta) = 5.054 / 5.053 eV
LUMO (alpha / beta) = -4.45 / -4.45 eV

---

2.
The following is a DFT calculation (ωB97M-V/def2-TZVPD) of a structure of composition C27H52F9N4O11Zr at a distorted geometry.

```
104
Properties=species:S:1:pos:R:3:forces:R:3:lowdin_charge:R:1
C -25.9127 23.2108 7.6697 1.297 -0.556 0.567 -0.0219
C -24.4214 23.3489 7.1443 -2.314 1.829 -1.567 -0.1612
N -23.4955 22.8084 8.0636 2.168 -1.268 0.481 -0.0532
C -23.0387 23.3330 9.2755 -0.676 -1.034 -0.289 0.0158
C -22.5056 22.2792 9.9483 0.525 -0.456 0.157 -0.0029
N -22.4308 21.1491 9.0973 -1.106 3.085 -0.015 -0.0476
C -23.0168 21.5801 7.9433 0.075 -1.877 1.176 -0.0174
C -22.1280 19.7455 9.4157 0.095 0.284 -0.617 0.0338
H -26.7102 23.2624 6.9284 0.445 0.388 -0.172 0.0852
H -26.1221 23.8417 8.5335 0.032 0.414 -0.300 0.0730
H -25.9716 22.2090 8.0951 -0.073 -0.285 -0.139 0.0643
H -24.0940 24.3642 6.9202 -0.405 0.302 0.295 0.1336
H -24.3639 22.9043 6.1507 0.323 -0.607 0.339 0.1141
H -23.1316 24.3804 9.5220 -0.281 -0.244 0.144 0.1446
H -22.2490 22.2618 10.9973 0.441 -0.170 -0.230 0.1340
H -23.1634 20.8694 7.1434 -0.148 0.413 -0.314 0.1520
H -23.0810 19.2250 9.3201 0.324 -0.371 0.235 0.1032
H -21.6568 19.6214 10.3907 -0.359 0.352 0.002 0.1070
H -21.4055 19.3991 8.6768 -0.193 -0.160 -0.063 0.0817
Zr -21.5139 16.9672 5.4010 -0.774 4.587 -0.132 1.7285
C -24.9361 18.2896 5.1697 0.435 -2.651 -2.985 -0.3328
O -25.1894 18.4889 3.7827 -1.028 1.207 -0.306 -0.1099
O -23.5496 17.8964 5.1992 0.919 -0.623 1.816 -0.4014
C -25.6113 19.4753 5.9126 1.772 -0.389 -0.152 -0.5771
F -26.9136 19.2467 6.0720 -0.024 0.339 -0.928 0.1748
F -25.1548 19.5912 7.1678 0.688 -0.027 0.919 0.1176
F -25.3378 20.6268 5.3119 -0.673 0.493 -0.103 0.1687
C -25.6922 17.4513 2.8905 0.710 0.094 0.300 -0.2165
C -25.4943 17.7581 1.3970 0.417 -0.039 0.733 -0.0646
H -26.2123 18.4364 0.9360 0.117 0.125 0.310 0.0777
H -24.4679 18.0922 1.2457 -0.091 0.210 -0.168 0.0777
H -25.5855 16.7904 0.9038 -0.090 0.002 -0.145 0.0755
H -26.7502 17.2323 3.0351 0.010 0.015 0.561 0.1193
H -25.0642 16.5813 3.0821 -0.274 -0.372 0.201 0.1052
H -25.5884 17.4820 5.5021 0.336 -0.627 0.300 0.1506
C -20.7871 24.5067 4.5602 -0.648 3.949 -2.426 -0.3510
O -19.6036 25.0421 3.8341 -0.781 -1.699 2.888 -0.0827
O -21.8801 25.2508 4.1202 1.461 -2.884 0.470 -0.0255
C -20.8410 22.9344 4.5686 -1.783 1.749 -2.403 -0.5332
F -20.5344 22.4460 3.3533 0.252 -0.080 0.845 0.1680
F -20.0914 22.3428 5.4919 0.548 -0.022 0.337 0.1288
F -22.1228 22.6050 4.8016 0.048 -0.521 0.488 0.1324
C -18.4769 25.1758 4.7557 1.002 2.024 -2.739 -0.2216
C -17.6465 26.3792 4.1538 0.023 -0.480 0.561 -0.0569
H -17.3493 26.2925 3.1087 -0.196 -0.614 0.013 0.0739
H -18.1806 27.3283 4.1979 -0.313 -0.180 0.285 0.0739
H -16.7254 26.5014 4.7236 0.055 -0.032 0.113 0.0588
H -17.8634 24.2755 4.7180 -0.046 -0.147 0.333 0.1121
H -18.7232 25.4901 5.7699 -0.477 -0.358 0.019 0.0989
H -20.8023 24.9433 5.5588 0.707 -0.563 1.165 0.1527
C -15.0970 23.2882 8.2240 -1.067 -2.996 1.395 -0.3045
O -16.4833 23.1382 7.8262 0.804 1.019 -0.494 -0.1278
O -14.7601 22.0329 8.8413 -0.082 3.147 -2.155 -0.0054
C -14.3375 23.9076 7.0209 0.340 1.190 -1.979 -0.5105
F -14.9101 25.0421 6.4951 -1.841 -0.988 0.136 0.0983
F -13.2284 24.4804 7.4370 1.981 -1.207 1.013 0.1579
F -14.0782 23.1238 5.9222 -0.327 0.152 1.540 0.1183
C -17.4662 23.7560 8.6362 -1.223 -0.874 0.359 -0.2170
C -18.8157 23.2415 8.0673 0.848 0.636 -0.433 -0.0391
H -18.9791 23.8243 7.1608 -0.104 -0.197 -0.114 0.0384
H -18.6728 22.2040 7.7651 -0.176 0.022 0.378 0.0521
H -19.7047 23.3933 8.6794 0.250 -0.143 0.360 0.0712
H -17.5065 24.8450 8.6123 0.600 0.181 -0.260 0.1237
H -17.3224 23.4510 9.6727 0.039 -0.096 0.135 0.1257
H -14.9764 24.0556 8.9886 -0.126 0.338 0.272 0.1623
O -19.0754 20.1548 6.5734 -1.615 -2.416 -1.778 0.0926
C -19.8339 19.1732 5.9853 -2.944 1.377 2.245 -0.7159
O -19.4955 18.0281 5.8085 4.507 -4.394 -0.686 -0.0970
O -21.1004 19.2305 5.8566 -1.924 2.239 -0.175 -0.1492
H -19.5179 20.9970 6.4453 -0.347 0.409 -0.095 0.0761
C -16.2406 20.2531 5.1518 -0.675 -0.796 -0.999 -0.0312
C -15.8306 19.5367 6.4219 0.303 -0.546 -1.012 -0.4411
C -14.3489 19.5706 6.5841 0.994 -1.165 1.657 -0.1903
O -14.0921 19.1227 7.9472 1.086 0.510 -1.194 -0.2002
C -12.6703 19.1096 8.1663 -1.224 -0.001 1.589 -0.1015
N -16.5287 20.1186 7.5062 -0.268 0.703 0.323 0.1501
H -16.1801 21.3404 5.1993 0.506 -0.055 -0.043 0.0874
H -17.2822 20.0178 4.9335 -0.110 0.082 0.072 0.0587
H -15.7148 19.7921 4.3157 0.395 0.527 -0.253 0.0928
H -16.1043 18.4857 6.3297 -0.198 -0.160 0.090 0.1382
H -13.8842 20.5165 6.3058 -0.086 0.436 0.552 0.1195
H -13.8458 18.8199 5.9746 -0.230 -0.069 -0.651 0.1210
H -12.1525 18.3938 7.5279 0.197 0.494 -0.474 0.0853
H -12.5151 18.7590 9.1866 -0.239 -0.371 0.086 0.0820
H -12.3209 20.1373 8.2656 0.438 0.049 -0.962 0.0887
H -16.3999 21.1140 7.3937 0.027 0.341 0.716 0.0483
H -17.5071 19.9690 7.3051 0.155 -0.141 0.774 0.0438
C -19.0464 13.0838 5.3720 0.253 -1.031 0.456 -0.0496
C -19.4137 14.4168 6.0074 0.556 -1.080 1.025 -0.4190
C -18.1332 14.9066 6.7668 -1.094 -0.698 0.364 -0.2011
O -17.1253 15.0332 5.8215 0.520 0.096 -1.091 -0.2269
C -15.7675 14.7252 6.2304 -1.100 0.603 0.213 -0.0151
N -19.7231 15.3565 4.9553 -0.167 -0.150 -1.530 -0.0601
H -18.8771 12.3689 6.1773 -0.032 -0.184 -0.040 0.0961
H -18.1182 13.1025 4.8009 0.037 0.396 0.041 0.0970
H -19.7904 12.6355 4.7135 -0.393 0.259 0.109 0.0912
H -20.3166 14.2608 6.5977 0.333 0.087 0.744 0.1213
H -17.9836 14.0582 7.4346 0.578 0.222 0.530 0.1234
H -18.2408 15.8469 7.3075 -0.342 -0.034 0.207 0.1289
H -15.1889 14.3885 5.3702 -0.384 -0.435 0.088 0.0962
H -15.9158 14.0097 7.0392 0.913 -0.203 -0.086 0.0927
H -15.2758 15.6388 6.5644 -0.083 -0.006 0.387 0.0862
H -19.7993 14.7089 4.1840 -1.777 -0.071 -0.909 0.0855
H -18.7530 15.4388 4.6867 1.049 2.463 -0.298 0.0923
```
Forces are in eV/Å.

Net charge = +1
E = -3051.7803 a.u.
Kohn-Sham gap = 1.732 eV
LUMO = -7.51 eV